This record from the Open Molecules 2025 dataset describes a structure of composition C28H44BrN3P2Pb. The level of theory is ωB97M-V/def2-TZVPD.

- Gap between HOMO and LUMO (alpha / beta): 3.853 / 3.621 eV
- LUMO energy (alpha / beta): -0.5673 / -0.5747 Ha
- HOMO (alpha / beta): -19.29 / -19.26 eV
- Largest force on an atom: 0.0951 hartree/bohr
- Electronic energy: -4705.56611 Ha
- Charge: +4

Element x y z (Å)
N1 4.624 0.396 3.769
C1 3.716 -0.512 4.144
C2 3.396 -1.619 3.360
C3 4.083 -1.823 2.139
C4 4.990 -0.818 1.726
C5 5.258 0.239 2.605
C6 3.724 -2.943 1.304
Pb1 -0.194 -0.271 -0.283
P1 -2.765 -0.117 -1.220
C7 3.815 -2.968 -0.064
C8 2.627 -3.130 -0.873
C9 2.567 -2.544 -2.166
C10 1.343 -2.392 -2.800
C11 0.222 -3.029 -2.263
C12 0.252 -3.644 -1.011
C13 1.469 -3.764 -0.357
Br1 -1.310 -3.352 -3.426
H1 3.335 -3.813 1.837
H2 4.723 -2.782 -0.624
H3 2.608 -2.300 3.686
H4 5.483 -0.844 0.755
H5 3.213 -0.350 5.100
H6 5.999 1.000 2.346
H7 3.485 -2.198 -2.660
H8 1.543 -4.377 0.547
H9 1.228 -1.765 -3.687
H10 -0.676 -3.995 -0.566
P2 0.832 2.489 0.189
C14 -3.463 -1.726 -0.664
C15 -4.234 -2.548 -1.687
H11 -4.092 -1.521 0.220
H12 -2.620 -2.334 -0.289
H13 -4.678 -3.424 -1.197
H14 -5.042 -1.992 -2.167
H15 -3.559 -2.933 -2.459
C16 -2.139 -0.144 -2.952
C17 -3.150 -0.012 -4.089
H16 -1.543 -1.071 -3.098
H17 -1.418 0.689 -3.034
H18 -2.671 -0.284 -5.038
H19 -4.031 -0.654 -3.988
H20 -3.478 1.028 -4.191
C18 -4.017 1.219 -1.166
C19 -5.447 0.747 -1.425
H21 -3.738 2.015 -1.879
H22 -3.936 1.670 -0.161
H23 -6.145 1.590 -1.373
H24 -5.565 0.311 -2.423
H25 -5.775 0.012 -0.681
C20 0.028 3.953 0.962
C21 -1.488 3.972 0.776
H26 0.499 4.850 0.529
H27 0.283 3.952 2.032
H28 -1.905 4.886 1.216
H29 -1.774 3.954 -0.285
H30 -1.964 3.125 1.288
C22 0.973 3.060 -1.561
C23 1.801 2.138 -2.454
H31 1.403 4.074 -1.521
H32 -0.052 3.164 -1.951
H33 1.832 2.545 -3.472
H34 2.838 2.053 -2.106
H35 1.376 1.126 -2.537
C24 2.580 2.723 0.736
C25 2.768 2.733 2.251
H36 2.966 3.647 0.275
H37 3.150 1.888 0.296
H38 3.827 2.893 2.491
H39 2.195 3.530 2.742
H40 2.499 1.764 2.691
N2 -1.789 -1.391 3.723
C26 -1.449 -0.126 4.192
C27 -0.955 0.559 3.129
N3 -0.980 -0.289 2.017
C28 -1.496 -1.453 2.419
H41 -2.181 -2.147 4.264
H42 -1.584 0.170 5.207
H43 -0.585 1.578 3.073
H44 -1.663 -2.339 1.811